The following is a DFT calculation (ωB97M-V with the def2-TZVPD basis set) of C27H57O12P as an isolated structure at a distorted geometry.

ORCA input file:
```
! RIJCOSX wB97M-V def2-TZVPD def2/J DEFGRID3
* xyz 0 1
C -2.97 -3.11 -1.81
H -3.40 3.20 -0.54
H -2.21 1.40 -4.03
H -5.19 -3.89 -3.39
C 2.06 0.01 -3.93
H 2.51 -2.38 -0.78
H -1.83 -0.69 -1.59
O -4.43 -4.61 -0.55
H -0.73 -0.70 3.27
C 0.59 -2.22 1.86
H 0.49 -0.04 0.44
H 1.05 -0.34 -4.11
C -1.62 -0.32 2.76
H -0.56 5.61 2.63
C -4.27 -3.87 -1.53
H 2.39 0.11 -4.95
O -1.35 6.67 -0.11
C -2.19 1.11 3.18
H 0.83 4.68 0.32
H 0.94 2.12 -0.83
H 3.97 -1.71 -0.44
H 1.98 -0.65 -0.45
H -0.83 -2.35 4.26
H -3.67 0.40 -3.36
H 0.79 0.84 0.41
H 1.07 1.13 4.73
C 0.66 -2.18 -0.11
C 0.90 1.14 -0.60
H -0.16 -2.91 1.35
C -2.68 0.66 -3.15
H 0.82 -0.57 -1.51
H -2.47 -3.21 -2.78
H 1.92 0.82 -0.84
H -0.18 4.52 -0.97
O 4.33 -0.10 -2.21
C 2.88 1.26 2.75
H -0.45 -0.53 4.72
C 3.07 1.26 4.25
C -0.24 4.52 0.15
H 0.88 -1.80 4.68
C 1.60 -3.25 -0.38
O -1.57 1.88 3.95
H 1.84 -3.10 -1.43
H 6.43 0.22 -4.03
H -4.25 0.82 2.66
C -1.41 5.74 2.10
C 1.90 0.88 5.21
O 4.27 -2.55 -2.14
H -3.45 3.19 -2.36
C 0.98 -0.70 -0.45
H 2.04 -0.20 5.34
O -0.58 1.19 -2.47
H 2.56 -3.25 0.29
H -1.83 6.76 2.57
C 0.00 -1.28 2.81
C 6.24 -0.85 -4.35
O 4.92 -1.17 -4.48
H -3.23 1.96 1.55
C -0.25 0.66 -1.44
C -3.53 2.59 -1.55
H 1.16 -4.10 -0.34
H -2.33 5.06 2.12
H -0.82 3.62 0.34
H 6.59 -0.64 -5.36
H 0.98 -3.08 2.50
O -1.89 0.96 -0.85
H 1.91 1.40 6.01
C -2.66 1.33 -1.69
H 2.24 2.05 2.48
H 3.86 -3.40 -0.25
H -0.82 -0.58 -0.15
H 2.20 0.90 -3.20
H 3.79 1.21 2.24
H -2.18 -3.37 -0.98
H 6.70 -1.69 -3.74
H -2.38 -1.04 2.63
H -3.13 -2.03 -1.66
P 4.07 -1.30 -3.11
H -6.27 -4.15 -2.04
C -0.96 -0.64 -1.12
O -0.43 -2.33 0.33
C -3.48 1.54 2.43
O -0.29 -0.13 2.38
H -4.65 2.37 -1.24
O 2.52 -1.17 -3.57
H -1.24 -0.25 1.65
C -1.05 5.74 0.65
C -0.03 -1.57 4.27
H -2.08 -0.23 -3.08
H -5.91 -2.60 -2.27
H 2.30 0.41 2.37
C 3.74 -2.56 -0.87
O 4.11 1.50 4.68
C -5.50 -3.66 -2.43
H -4.02 2.57 2.79
H 0.99 -1.62 1.05
H -0.43 -1.35 -1.54
*
```

Its energy above the lowest of the compared OMol25 structures with the same formula, charge and spin is 995.7 kcal/mol.

***

The following is a DFT calculation (ωB97M-V with the def2-TZVPD basis set) of C2H5ClOS as an isolated structure at a distorted geometry.

ORCA input file:
```
! RIJCOSX wB97M-V def2-TZVPD def2/J DEFGRID3
* xyz 0 1
C -0.16 1.07 0.32
H 1.28 -2.17 -1.11
S 1.19 0.11 -0.33
H -1.15 0.69 0.01
H 0.19 -1.18 -2.06
H -0.45 -1.87 -0.48
Cl -0.01 2.78 0.19
O -0.64 0.55 2.08
H -0.70 1.46 2.31
C 0.44 -1.45 -0.93
*
```

Its energy above the lowest of the compared OMol25 structures with the same formula, charge and spin is 51.4 kcal/mol.

***

Number 1: HOMO energy -0.205 Ha, LUMO -0.11 eV. Number 2: HOMO energy -0.342 Ha, LUMO 0.56 eV.